# C7H40O13

A cluster of 14 separate species, C7H40O13 in total (ωB97M-V/def2-TZVPD, OMol25).

Calculated values
Frontier orbital gap in eV: 9.33
Energy above the lowest of the compared OMol25 structures with the same formula, charge and spin in kcal per mole: 25.15
Charge: 0
HOMO energy in eV: -9.16

```
60
Properties=species:S:1:pos:R:3:forces:R:3:lowdin_charge:R:1
C -2.00606 1.48284 1.91897 1.0 -0.2 0.3 -0.113
C -3.34024 1.08891 1.29725 -0.8 1.4 -0.9 -0.244
C -3.54669 1.54120 -0.17298 1.2 0.8 -0.8 -0.178
C -2.22729 1.40494 -1.02443 0.6 -0.1 -0.5 -0.181
C 0.60602 -1.36423 -0.38113 -1.6 0.0 -0.5 -0.070
C -0.13172 -0.03664 -0.60396 2.3 -1.1 -0.6 -0.134
C -1.41913 0.18344 -0.65269 -1.4 -0.8 -0.5 -0.175
H -1.66296 2.54035 1.98491 -1.1 -0.3 0.0 0.095
H -1.99881 1.04685 2.92791 0.1 0.3 -0.1 0.064
H -1.14565 1.03595 1.37862 -0.9 0.0 0.5 0.038
H -3.50720 0.03315 1.34937 0.5 -0.9 0.0 0.093
H -4.21900 1.45138 1.84387 0.3 0.4 0.2 0.104
H -3.80953 2.61619 -0.25794 -0.1 -0.5 0.4 0.107
H -4.37315 0.99524 -0.64713 0.2 0.0 0.2 0.102
H -2.34773 1.37288 -2.12180 -1.0 -0.5 0.2 0.108
H -1.58347 2.29665 -1.09083 -0.1 0.0 1.2 0.094
H -0.03056 -2.25256 -0.19425 0.2 0.8 -0.3 0.049
H 1.20917 -1.27252 0.50222 0.7 0.2 0.2 0.044
H 1.20820 -1.47441 -1.30541 -0.3 -0.4 1.1 0.038
H 0.67987 0.63865 -0.87539 -0.8 0.9 0.2 0.081
H -2.02870 -0.71890 -0.45728 0.1 0.7 0.2 0.102
H 0.98869 -0.21411 3.58348 -0.3 -0.2 0.6 0.044
H -0.23848 0.87750 3.74243 0.2 -0.5 0.5 0.056
O 0.46984 0.50539 3.21695 0.4 0.1 -0.7 -0.035
H 3.12377 -0.70989 2.03554 0.0 0.2 0.2 -0.017
H 3.25770 0.78632 2.39353 0.0 -0.1 -0.2 0.023
O 3.68358 0.07071 1.90777 0.2 0.0 -0.1 -0.057
H 0.27793 4.76234 1.12031 0.0 0.3 -0.1 0.040
H 1.43855 3.84516 1.30772 0.1 0.5 -0.8 0.016
O 1.18792 4.67531 0.81106 0.0 0.0 1.3 -0.102
H -0.70440 -4.05493 -2.62778 0.2 0.1 -0.2 0.075
H 0.50354 -3.24890 -2.12767 -0.1 0.1 -0.1 0.047
O -0.02128 -4.03920 -1.94348 0.4 -0.5 -0.4 -0.044
H 0.72415 4.67711 -1.01709 0.2 -0.8 0.3 0.023
H 0.19264 4.14405 -2.33441 -0.1 -0.3 0.0 0.043
O 0.47802 3.84343 -1.46028 -0.3 0.7 -1.0 -0.085
H 3.22487 -1.34528 -0.36886 0.2 -0.6 -0.1 0.025
H 3.47075 -0.06564 -0.96688 0.2 0.1 -0.6 0.016
O 3.56764 -1.00762 -1.20556 0.0 0.5 0.8 -0.066
H 2.67656 2.31752 -1.80474 -0.6 -0.1 -0.2 0.063
H 3.31539 2.08188 -0.51628 -0.3 -0.3 0.6 0.068
O 2.57458 1.74067 -1.03604 1.1 0.4 -0.5 -0.059
H 2.21235 -2.81772 3.01897 1.1 0.6 0.5 0.086
H 1.13497 -2.33982 2.32857 -0.1 1.2 -0.5 0.053
O 1.92589 -1.92665 2.74258 -1.1 -2.1 0.0 -0.068
H 0.22554 -4.39822 0.05862 0.6 0.2 0.0 0.011
H -0.56327 -4.49363 1.28800 0.1 0.2 0.4 0.055
O 0.31510 -4.20218 1.00640 -0.5 -0.5 -0.1 -0.060
H 1.14619 1.49351 2.12916 -0.1 0.9 -1.0 0.017
H 0.68665 2.09097 0.72106 0.5 -0.2 0.2 0.030
O 1.35667 2.17514 1.42157 -0.2 -0.7 0.7 -0.097
H 1.92559 -0.46384 -2.68678 0.1 0.1 -0.1 0.009
H 2.51094 -1.76953 -3.08718 0.1 0.1 0.0 0.041
O 1.73220 -1.22247 -3.24928 -0.1 -0.2 -0.5 -0.071
H -1.80772 -1.14384 -3.02650 -0.9 -0.7 0.0 0.052
H -3.22948 -1.88003 -2.89172 0.1 0.4 0.1 0.047
O -2.31417 -1.97580 -3.16469 1.0 0.5 -0.4 -0.058
H -1.39347 -3.72629 -1.03565 -0.4 0.8 0.1 -0.034
H -2.16294 -2.35557 -0.95349 0.3 -0.6 -0.2 -0.022
O -2.21836 -3.29522 -0.74723 -0.8 -0.5 0.9 -0.088
```
Positions in Å, forces in eV/Å.

=====

# C7H44FO18PS

A cluster of 16 separate species, C7H44FO18PS in total (ωB97M-V/def2-TZVPD, OMol25).

Calculated values
Frontier orbital gap in eV: 8.62
Energy above the lowest of the compared OMol25 structures with the same formula, charge and spin in kcal per mole: 112.23
Charge: 0
HOMO energy in eV: -9.28

```
72
Properties=species:S:1:pos:R:3:forces:R:3:lowdin_charge:R:1
C 3.19629 -0.45796 0.00583 -0.6 0.1 -0.1 -0.188
C 4.44525 0.58990 0.17605 0.1 -2.2 -0.8 -0.526
S 3.96364 2.32580 0.69276 -0.4 -0.3 0.2 0.754
C 2.42737 2.32952 1.78861 -0.4 -0.6 1.7 -0.454
C 1.20326 3.23920 1.18235 1.7 0.4 -0.1 -0.409
O -0.07501 3.12583 1.89970 0.0 -3.1 -1.0 -0.112
C -0.57207 1.74469 1.96116 1.6 -3.9 5.3 -0.230
O -0.21907 0.99843 3.04492 -2.2 5.0 -6.8 -0.015
C -1.56818 1.00861 0.88379 -0.6 -0.7 -0.2 -0.067
C -0.78909 -0.16955 -0.01196 0.1 0.5 0.4 -0.082
F -1.58890 -1.44935 -0.05156 1.5 2.6 0.2 -0.157
P 1.01960 3.02710 -0.74597 -1.9 3.9 -1.4 0.797
O -0.15492 3.92647 -1.30963 2.5 -2.8 1.6 -0.506
H 3.00142 -1.13816 0.96638 0.7 1.5 -2.2 0.099
H 3.29270 -1.15258 -0.95768 0.1 1.7 2.4 0.086
H 2.21609 0.16693 -0.14344 1.8 -1.2 0.2 0.016
H 4.94349 0.69205 -0.90389 -1.0 0.1 2.5 0.099
H 5.23665 0.06917 0.88241 -1.6 1.5 -1.4 0.073
H 2.16292 1.20805 1.99079 0.1 2.2 -0.5 0.081
H 2.70022 2.79483 2.85367 -0.5 -1.1 -2.4 0.114
H 1.54919 4.37481 1.31097 -1.1 -2.5 -0.4 0.166
H -2.20167 1.73810 0.21711 1.7 -1.5 1.3 0.106
H -2.36284 0.40109 1.53499 1.9 1.5 -1.3 0.132
H -0.68729 0.17305 -1.12720 -0.2 -0.9 2.2 0.125
H 0.22937 -0.45410 0.50563 -2.1 0.4 -1.2 0.114
H 2.25949 3.59919 -1.28918 -0.9 -1.0 0.7 0.023
H 0.98412 1.64901 -1.16173 0.2 0.6 0.5 0.002
O -1.11932 4.42095 4.80394 0.1 -0.4 0.0 -0.063
H -1.10726 3.86515 4.01019 0.1 0.2 0.2 0.004
H -0.96194 3.79740 5.52878 -0.1 0.2 -0.2 0.042
O -3.40547 2.99707 1.34386 -0.2 0.8 0.4 -0.063
H -4.09195 3.20045 1.99692 0.2 -0.2 -0.1 0.058
H -2.89110 3.81597 1.28213 -0.1 -0.1 -0.1 0.057
O 0.56554 2.69093 -3.87499 -0.1 0.2 -0.4 -0.085
H 1.03650 3.29263 -4.47103 -0.1 -0.2 0.1 0.065
H -0.07788 3.26080 -3.42748 0.2 0.1 0.5 0.014
O 7.01267 -1.27513 -0.16448 0.4 -0.2 0.1 -0.071
H 7.60963 -1.98109 -0.45496 -0.1 0.3 0.0 0.043
H 7.60185 -0.62443 0.24594 -0.2 -0.2 -0.2 0.048
O -1.87666 2.23665 -5.54003 -0.3 0.1 0.3 -0.059
H -1.17702 2.35485 -4.88000 0.2 -0.2 -0.2 -0.003
H -2.62216 2.74324 -5.18424 0.2 -0.2 -0.2 0.055
O -3.91536 -2.83689 0.30381 0.1 -0.2 -0.1 -0.061
H -4.11464 -3.56891 -0.29914 0.0 0.0 0.1 0.017
H -3.04584 -2.52374 0.01249 -0.3 -0.1 0.2 0.005
O -3.71084 -5.14931 -1.80746 0.0 -0.3 -0.4 -0.054
H -3.48964 -6.09277 -1.81550 -0.1 0.3 0.1 0.050
H -3.94344 -4.95555 -2.72797 0.0 0.0 0.3 0.053
O 1.96581 -2.95045 -0.68598 -0.4 -0.6 0.2 -0.070
H 1.00734 -2.80834 -0.70168 0.2 -0.1 -0.1 0.052
H 2.08293 -3.68885 -0.06951 -0.2 0.2 -0.1 0.063
O -3.71084 -3.51696 3.31791 0.0 -0.3 -0.1 -0.068
H -3.48964 -4.46042 3.30987 -0.1 0.4 0.1 0.040
H -3.94344 -3.32319 2.39740 0.1 0.1 -0.1 -0.004
O -3.20785 -0.54067 -5.01114 0.4 -0.3 0.0 -0.077
H -2.70262 0.23522 -5.29722 -0.1 0.1 0.0 -0.004
H -2.53346 -1.14512 -4.66646 -0.3 0.3 -0.1 0.030
O -3.73419 0.72576 -1.70239 -0.2 -0.2 0.3 -0.057
H -4.69266 0.86787 -1.71809 0.4 0.0 0.0 0.051
H -3.61707 -0.01263 -1.08592 -0.1 0.1 -0.2 0.017
O -3.86463 0.78871 3.59616 0.3 -0.2 -0.4 -0.053
H -2.91888 0.61086 3.48198 -0.2 0.1 0.1 0.009
H -4.29448 -0.02263 3.28640 0.0 0.2 0.2 0.046
O -3.91607 -1.02997 5.89579 0.3 -0.3 -0.1 -0.070
H -4.11536 -1.76199 5.29284 0.1 0.1 0.2 0.015
H -3.04656 -0.71682 5.60447 -0.4 -0.1 0.1 0.028
O 4.42262 -4.59603 -1.83182 0.1 0.3 0.4 -0.053
H 5.12226 -4.47784 -1.17178 -0.2 -0.2 -0.2 0.041
H 3.67713 -4.08945 -1.47602 0.1 0.0 -0.3 0.000
O 6.57843 -2.56926 -3.32575 -0.3 -0.1 0.1 -0.070
H 6.11680 -2.77860 -2.49981 0.0 0.1 -0.4 -0.002
H 5.92678 -2.76763 -4.01493 0.2 0.0 0.3 0.042
```
Positions in Å, forces in eV/Å.

=====

# C7H4ClINO4PdS2

A structure of composition C7H4ClINO4PdS2 (ωB97M-V/def2-TZVPD, OMol25).

Calculated values
Frontier orbital gap (spin up / spin down) in eV: 6.59 / 6.59
Energy above the lowest of the compared OMol25 structures with the same formula, charge and spin in kcal per mole: 15.33
Charge: -1
HOMO energy (spin up / spin down) in eV: -5.21 / -5.21

```
21
Properties=species:S:1:pos:R:3:forces:R:3:lowdin_charge:R:1
Pd 0.22970 -0.25640 0.09350 2.0 0.9 -2.8 0.303
S 2.62640 0.42690 -0.25640 -1.1 -1.3 0.1 0.560
C 1.81820 1.90480 -0.16850 -0.1 1.0 -0.2 -1.140
N 0.51180 1.98320 -0.17240 0.8 -1.5 0.2 -0.067
C 0.04860 3.26000 -0.09070 -0.1 0.8 0.1 -0.306
C -1.29010 3.64090 -0.08450 0.1 -0.1 0.0 -0.003
C -1.59560 4.98520 -0.02160 0.0 0.0 0.0 -0.090
C -0.58930 5.94680 0.03570 0.0 0.1 0.0 -0.109
C 0.74720 5.58470 0.03420 0.0 0.0 0.0 -0.109
C 1.06110 4.24050 -0.03690 -0.1 -0.4 0.0 -0.474
S 2.63090 3.47400 -0.10230 -0.4 -0.1 0.1 0.997
H -2.04710 2.87370 -0.13070 -0.1 -0.1 0.1 0.108
H -2.63030 5.29770 -0.01630 -0.1 0.0 0.0 0.099
H -0.85790 6.99190 0.07720 0.0 0.1 0.0 0.093
H 1.53340 6.32230 0.08830 0.0 0.1 0.0 0.100
O -2.29910 -1.13510 2.28380 -0.4 -1.1 0.2 -0.318
Cl -1.84760 0.10800 1.79820 -0.9 0.2 2.9 0.577
O -2.56590 1.17490 2.38730 -0.8 0.9 0.3 -0.325
O -2.02740 0.16300 0.37570 0.6 -0.2 -2.1 -0.419
O -0.45190 0.26750 2.12690 0.3 0.4 1.0 -0.435
I 0.23040 -2.73470 -0.58940 0.1 0.1 0.2 -0.040
```
Positions in Å, forces in eV/Å.

=====

# C7H4F3I

The molecule C7H4F3I (ωB97M-V/def2-TZVPD, OMol25).

Calculated values
Frontier orbital gap in eV: 8.00
Charge: 0
SMILES: FC1=C=C[C@@H](C(F)(F)I)C=C1
HOMO energy in eV: -9.09

```
15
Properties=species:S:1:pos:R:3:forces:R:3:lowdin_charge:R:1
C -0.91434 0.50226 -1.63370 0.7 -0.6 -1.4 -0.274
C 0.61814 0.83069 -1.72883 -1.0 -0.2 -1.5 -0.041
C -1.08750 0.03298 -0.19480 -1.0 0.9 1.8 -0.092
C 1.30810 1.35429 -0.72418 -1.2 -1.3 1.2 0.000
C -0.41314 0.54808 0.94174 -1.3 0.3 -3.6 0.073
C 0.45626 1.52414 0.53143 1.5 -1.2 -0.6 -0.284
C -1.66309 1.68858 -2.43819 1.2 -1.3 2.9 -0.991
F 0.71366 2.62297 1.20263 -0.2 0.2 0.2 0.114
F -1.20024 1.76001 -3.66406 -0.1 -0.6 -1.5 0.057
F -1.25086 2.81644 -1.86932 -0.7 1.3 0.6 0.044
I -3.77557 1.35584 -2.34695 0.0 0.3 -0.1 0.921
H -1.29753 -0.38235 -2.29735 1.4 1.2 1.1 0.155
H 1.07745 0.65116 -2.70444 0.0 0.1 0.3 0.121
H -1.85035 -0.75349 -0.15182 0.5 0.0 0.5 0.085
H 2.38413 1.29525 -0.73404 0.2 0.9 0.1 0.113
```
Positions in Å, forces in eV/Å.

=====

# C7H4F3IN2

The molecule C7H4F3IN2 (ωB97M-V/def2-TZVPD, OMol25).

Calculated values
Frontier orbital gap in eV: 7.45
Energy above the lowest of the compared OMol25 structures with the same formula, charge and spin in kcal per mole: 0.00
Charge: 0
SMILES: N#C[C@]1(C(F)(F)F)C=CC=CN1I
HOMO energy in eV: -8.22

```
17
Properties=species:S:1:pos:R:3:forces:R:3:lowdin_charge:R:1
C 0.76013 -0.49036 -1.94382 -0.9 1.7 2.4 -0.214
C 1.14928 0.01268 1.64045 1.1 2.6 -0.9 -0.085
C 0.10686 -0.90882 1.94404 -0.3 -0.5 -0.6 -0.106
C 1.26087 0.55324 0.39356 -4.2 -4.8 1.4 0.044
C -0.80421 -1.32503 1.03062 0.9 0.3 0.9 -0.196
C 0.12397 0.06968 -0.72423 1.2 1.1 0.4 -0.341
C -0.55779 1.46151 -1.05119 -1.9 -0.6 1.2 -0.564
N 1.29674 -0.84555 -2.86946 1.2 -1.0 -2.2 0.196
N -0.84373 -0.90138 -0.25681 0.8 0.9 0.0 -0.524
F -1.32850 1.48833 -2.14159 0.2 -0.3 -0.1 0.114
F -1.43435 1.67930 0.01762 1.3 0.2 -1.2 0.096
F 0.29174 2.46932 -1.14929 0.1 0.0 0.1 0.170
I -2.22334 -1.62202 -1.52698 -0.2 -0.1 -0.1 1.056
H 1.76711 0.43048 2.51671 -0.8 -0.9 -1.7 0.140
H 0.18318 -1.29901 2.92081 -0.6 -0.7 0.8 0.084
H 1.80112 1.27734 -0.02303 2.6 2.6 -1.0 0.055
H -1.54908 -2.04972 1.22258 -0.6 -0.6 0.6 0.077
```
Positions in Å, forces in eV/Å.

=====

# C7H4O

The molecule C7H4O (ωB97M-V/def2-TZVPD, OMol25).

Calculated values
Frontier orbital gap in eV: 7.89
Energy above the lowest of the compared OMol25 structures with the same formula, charge and spin in kcal per mole: 33.42
Charge: 0
SMILES: C#CC1=CC(=O)C=C1
HOMO energy in eV: -9.22

```
12
Properties=species:S:1:pos:R:3:forces:R:3:lowdin_charge:R:1
C -1.69118 -0.45783 0.04738 -4.8 -3.5 0.1 -0.396
C -1.64996 1.02476 0.09055 0.5 1.1 1.1 -0.002
C -0.33179 1.29577 -0.05304 -1.1 3.4 -0.7 -0.036
C 0.36354 0.02134 -0.06175 4.6 -1.8 -1.7 -0.303
C -0.37110 -1.11166 -0.11100 -0.5 2.6 -0.1 0.066
C 1.83646 -0.09098 -0.21494 6.1 -2.2 4.1 -0.063
C 3.01199 -0.45785 0.27970 -3.4 0.1 -3.6 0.083
H -2.52626 1.68100 0.41234 1.4 -1.1 -1.0 0.147
H 0.12995 2.37911 -0.31838 -0.9 -3.0 1.2 0.172
H -0.14129 -2.13089 -0.43566 -0.1 0.6 0.6 0.143
H 4.12743 -1.04508 0.28370 -3.9 2.3 0.1 0.111
O -2.75780 -1.10769 0.08111 2.0 1.5 0.0 0.077
```
Positions in Å, forces in eV/Å.

=====

# C7H5BF2I2NO10S

A cluster of 2 separate species, C7H5BF2I2NO10S in total (ωB97M-V/def2-TZVPD, OMol25).

Calculated values
Frontier orbital gap in eV: 8.28
Charge: -1
HOMO energy in eV: -6.89

```
29
Properties=species:S:1:pos:R:3:forces:R:3:lowdin_charge:R:1
C 5.06241 -0.67066 -1.21959 0.0 -0.2 -0.3 -0.246
C 4.45118 0.52903 -1.93455 0.1 0.0 0.2 -0.782
I 3.44800 -0.15132 -3.71618 0.0 0.1 -0.1 0.907
C 3.60217 1.51107 -1.08077 0.0 0.0 -0.3 -0.745
I 3.98118 1.38980 1.05142 0.1 0.1 0.0 0.931
N 2.19434 1.57274 -1.43757 0.0 -0.1 0.8 -0.249
F 1.70936 2.77975 -0.91084 -0.1 0.0 -0.3 -0.063
S 1.12601 0.33887 -0.88171 0.4 0.1 -0.5 0.533
O 1.92761 -0.80324 -0.65918 0.1 -0.1 0.2 -0.265
O 0.01445 0.33644 -1.73413 -0.4 0.2 0.0 -0.191
F 0.69833 0.92199 0.47853 0.0 0.0 0.1 -0.123
H 5.90508 -0.35058 -0.60480 -0.2 0.0 0.1 0.053
H 5.45354 -1.36820 -1.96128 0.0 0.1 0.0 0.051
H 4.32854 -1.20285 -0.61868 0.0 0.1 0.0 0.049
H 5.25442 1.13996 -2.34237 0.0 -0.1 0.0 0.062
H 3.94545 2.51986 -1.29142 -0.1 0.0 -0.1 0.076
B -4.09142 -0.65668 1.44987 0.0 0.0 0.0 -0.877
O -4.44796 0.15144 0.27016 0.0 0.0 0.0 0.227
C -4.23797 -0.54604 -0.83618 0.0 0.0 0.1 -0.394
O -4.42304 -0.17548 -1.95773 0.0 0.0 -0.1 0.141
C -3.70359 -1.93773 -0.41066 0.0 0.0 0.0 -0.394
O -3.39951 -2.83137 -1.14525 0.0 0.0 0.0 0.139
O -3.64147 -1.95342 0.91239 0.0 0.1 0.0 0.227
O -3.03589 -0.00752 2.25419 0.0 0.0 0.0 0.224
C -3.47045 0.20273 3.48546 0.0 0.0 0.0 -0.397
O -2.85882 0.70977 4.38046 0.0 0.0 0.0 0.136
C -4.92535 -0.33007 3.56232 0.0 0.0 0.0 -0.396
O -5.63196 -0.30517 4.52765 0.0 0.0 0.0 0.137
O -5.23463 -0.81313 2.37045 0.1 0.0 0.0 0.228
```
Positions in Å, forces in eV/Å.

=====

# C7H5BrClNO2

A cluster of 2 separate species, C7H5BrClNO2 in total (ωB97M-V/def2-TZVPD, OMol25).

Calculated values
Frontier orbital gap (spin up / spin down) in eV: 8.81 / 6.24
Energy above the lowest of the compared OMol25 structures with the same formula, charge and spin in kcal per mole: 62.19
Charge: 0
HOMO energy (spin up / spin down) in eV: -9.24 / -8.43

```
17
Properties=species:S:1:pos:R:3:forces:R:3:lowdin_charge:R:1
C -2.40772 0.56389 0.75403 -0.7 0.3 -1.4 -0.100
C -1.81370 -0.22989 1.66119 4.5 0.5 -3.5 -0.049
C -1.77658 1.02194 -0.42269 -1.2 1.7 -1.0 -0.051
C -0.42670 -0.60005 1.37467 -2.6 0.4 2.2 -0.045
C -0.40065 0.98559 -0.53565 -2.4 -1.4 2.5 -0.063
C 0.07471 0.21524 0.47082 3.3 -1.0 -1.0 0.017
C 2.74420 -0.52045 -0.48815 0.7 0.1 1.7 -1.063
N 1.94470 -0.56557 -1.63671 -1.4 -0.1 -0.6 -0.530
O 1.25742 -1.55586 -1.91653 1.1 0.4 0.5 0.006
O 1.86569 0.48965 -2.23869 0.3 0.7 -0.8 -0.006
Cl 3.83909 0.82219 -0.16312 -1.2 -1.3 -0.6 0.639
Br 3.06749 -2.13767 0.38072 0.0 0.4 -0.1 0.782
H -3.44376 0.70593 0.87480 -1.2 0.5 -0.1 0.094
H -2.24991 -0.64316 2.44308 -2.2 -1.7 3.4 0.060
H -2.37817 1.51569 -1.25703 0.7 -0.7 1.4 0.137
H -0.05590 -1.39568 2.00624 0.9 0.2 -0.3 0.108
H 0.15980 1.32820 -1.30699 1.5 1.2 -2.3 0.064
```
Positions in Å, forces in eV/Å.